1.
This record from OMol25 describes an isolated molecule of C6H10O. The level of theory is ωB97M-V/def2-TZVPD.

* frontier orbital gap: 7.8 eV

XYZ file:
```
17
C6H10O (ωB97M-V/def2-TZVPD)
C 0.50647 0.99792 -0.76907
C 1.22482 1.39417 1.13862
O -0.02984 0.57710 0.86232
C -0.09746 -0.78616 1.26678
C -0.73021 -1.58090 0.16301
C -0.98800 -1.07571 -1.04073
C -0.68535 0.34201 -1.46101
H 1.43956 0.47610 -0.96688
H 0.57808 2.04772 -1.02866
H 2.02166 0.65982 1.32988
H 1.02967 1.93895 2.07401
H 0.91401 -1.15408 1.49030
H -0.68854 -0.84451 2.19325
H -0.98370 -2.61385 0.39268
H -1.47114 -1.71100 -1.78120
H -1.57888 0.96518 -1.32516
H -0.46117 0.36724 -2.53814
```

---

2.
This record from OMol25 describes a cluster of 2 separate species, C5H14 in total. The level of theory is ωB97M-V/def2-TZVPD.

* multiplicity: 2
* frontier orbital gap (alpha / beta): 2.7 / 11.5 eV
* total charge: -1

XYZ file:
```
19
C5H14 (ωB97M-V/def2-TZVPD)
C -2.13894 2.09673 -1.12056
C -2.35780 0.66224 -1.44991
H -1.20630 2.44346 -1.69341
H -1.93574 2.29125 -0.05315
H -3.00777 2.63515 -1.41016
H -1.83683 0.56146 -2.47075
H -1.80523 -0.02399 -0.82449
H -3.40450 0.53188 -1.59817
C 1.55721 -0.98664 0.33394
C 0.42546 -0.54143 1.29114
C 2.82376 -1.55424 1.15799
H 1.11189 -1.71956 -0.26218
H 2.14988 -0.19341 -0.19989
H 0.17931 -1.37455 1.95396
H 2.94699 -2.62136 1.21428
H 2.75293 -1.13705 2.13287
H 3.75666 -1.15994 0.64534
H 0.52271 0.50842 1.71934
H -0.53370 -0.41841 0.63380
```

---

3.
This record from OMol25 describes a structure of composition C19H28N6O2Re. The level of theory is ωB97M-V/def2-TZVPD.

* multiplicity: 4
* frontier orbital gap (alpha / beta): 7.9 / 3.4 eV
* total charge: +4

XYZ file:
```
56
C19H28N6O2Re (ωB97M-V/def2-TZVPD)
N 0.68231 1.74394 -1.10703
C 0.73368 2.90185 -1.03069
C 0.77432 4.33767 -0.90136
H -0.25146 4.73853 -0.92327
H 1.36246 4.77479 -1.72498
H 1.24837 4.58730 0.06048
N 2.11051 -1.46719 -1.46498
C 3.04228 -2.06518 -1.85288
C 4.24486 -2.84199 -1.71927
H 5.00522 -2.45717 -2.41685
H 4.02432 -3.88934 -1.98252
H 4.61277 -2.77535 -0.68411
N -1.37815 -1.54133 -1.18041
C -2.43358 -2.00644 -1.05461
C -3.73831 -2.60155 -0.90739
H -3.69013 -3.36810 -0.11649
H -4.05412 -3.06924 -1.85395
H -4.46604 -1.82348 -0.61895
Re 0.74544 -0.55987 -0.55706
C 0.60940 -2.15383 0.50126
O 0.48652 -3.13701 1.12474
C 2.14919 0.15058 0.51655
O 3.05748 0.58082 1.12144
C 1.12252 0.87183 -3.63721
C -0.27047 0.94014 -3.51161
C -1.02792 -0.22190 -3.53010
C -0.39424 -1.46637 -3.67256
C 0.98614 -1.53184 -3.74140
C 1.74645 -0.35899 -3.72680
H 1.72177 1.78515 -3.67072
H -0.76962 1.90676 -3.41828
H -2.11341 -0.16341 -3.45060
H -0.98089 -2.38363 -3.72783
H 1.45933 -2.51262 -3.82231
H 2.83592 -0.39177 -3.80059
C -3.12265 1.20499 1.89490
N -1.89827 0.99238 2.65851
C -2.00191 1.14445 4.10329
C -0.76939 0.56785 2.05409
N -0.77932 0.34280 0.75850
N 0.39524 0.39396 2.82897
C 1.00975 1.56973 3.46080
C 0.59261 -0.84087 3.59647
H -3.88857 1.51276 2.60851
H -3.46691 0.28389 1.40162
H -3.00506 2.00731 1.15353
H -1.68995 0.22413 4.62172
H -1.39379 1.99095 4.45653
H -3.05385 1.34485 4.32794
H -1.65995 0.58927 0.29821
H 0.76669 1.61630 4.53869
H 2.10276 1.49716 3.36731
H 0.68130 2.49771 2.96844
H 1.59646 -1.23420 3.38350
H 0.53923 -0.63390 4.67892
H -0.14737 -1.60328 3.32195
```

---

4.
This record from OMol25 describes an isolated molecule of C11H10ClN3S. The level of theory is ωB97M-V/def2-TZVPD.

* frontier orbital gap: 9.1 eV
* SMILES: C[C@H]1Cc2nncn2-c2cc(Cl)ccc2S1

XYZ file:
```
26
C11H10ClN3S (ωB97M-V/def2-TZVPD)
Cl -3.72462 -3.27372 1.59527
N -1.95720 2.37480 -1.71449
N -0.65313 2.16577 -2.12515
S 1.44147 0.45542 1.26088
C -2.30848 1.44174 -0.84914
C -0.23138 1.16811 -1.40498
C -1.17519 -2.49573 2.14001
C -0.09460 -1.60734 2.06049
C -2.20796 -1.31502 0.32326
C -2.26930 -2.34262 1.25934
C -0.03104 -0.56590 1.13436
C -1.12861 -0.42332 0.25995
N -1.22854 0.65477 -0.60774
C 3.43793 0.99321 -0.55530
C 1.13763 0.62861 -1.48882
C 1.92069 1.25557 -0.34400
H -3.30234 1.40885 -0.35026
H -1.21128 -3.27056 2.90586
H 0.70878 -1.79740 2.76102
H -3.07833 -1.10435 -0.27739
H 4.04805 1.39068 0.25019
H 3.81855 1.45530 -1.47846
H 3.68006 -0.08327 -0.63050
H 1.07687 -0.46926 -1.41611
H 1.59313 0.98813 -2.42026
H 1.73884 2.36754 -0.28804
```

---

5.
This record from OMol25 describes a cluster of 2 separate species, BrClO3S in total. The level of theory is ωB97M-V/def2-TZVPD.

* multiplicity: 3
* frontier orbital gap (alpha / beta): 10.5 / 7.3 eV

XYZ file:
```
6
BrClO3S (ωB97M-V/def2-TZVPD)
O 0.29716 1.35500 0.17992
O 0.43502 -0.72021 -1.28992
O -1.61367 -0.21625 0.02841
S 0.08352 -0.06936 -0.10909
Cl -2.40657 0.46276 1.24564
Br 3.20454 -0.81194 -0.05495
```

---

6.
This record from OMol25 describes a structure of composition C35H79F2N6O11S2V. The level of theory is ωB97M-V/def2-TZVPD.

* frontier orbital gap: 5.7 eV

XYZ file:
```
136
C35H79F2N6O11S2V (ωB97M-V/def2-TZVPD)
O -25.19378 14.38954 -7.21128
V -24.67809 15.26172 -8.44263
O -23.67147 14.41515 -9.26120
N -26.19908 15.47228 -9.87343
S -27.62121 15.97975 -9.75167
O -28.73586 15.08676 -10.05179
O -27.86979 17.40120 -9.90039
F -27.75276 15.86124 -8.11341
S -26.31604 15.79484 -11.59326
O -26.16645 17.15029 -12.11525
O -27.05070 14.84700 -12.38956
F -24.81202 15.22563 -11.81368
C -32.03466 17.40509 -6.21841
C -30.84455 18.33333 -6.65367
C -31.05259 18.57214 -8.22587
C -30.18915 19.64244 -8.82568
C -30.48317 20.99498 -8.05594
C -30.26084 20.84840 -6.48649
N -30.78422 19.57551 -5.87709
O -30.72558 19.46840 -4.45970
C -28.86385 21.01230 -6.14825
C -30.93302 22.08882 -5.90764
C -29.58766 17.52628 -6.56455
H -32.88938 18.07457 -6.12169
H -31.90832 16.94423 -5.23874
H -32.26237 16.54540 -6.84863
H -31.02363 17.64574 -8.79949
H -32.07179 18.92319 -8.38745
H -30.29164 19.76356 -9.90407
H -29.12454 19.43517 -8.71730
H -31.54062 21.21609 -8.20091
H -29.93129 21.85565 -8.43379
H -28.61132 20.94725 -5.08991
H -28.22996 20.26444 -6.62468
H -28.40481 21.94044 -6.48874
H -30.61983 21.95422 -4.87232
H -30.73396 23.12001 -6.19940
H -32.02152 22.10885 -5.85425
H -29.67458 16.44217 -6.63693
H -29.13288 17.55328 -5.57432
H -28.83728 17.90072 -7.26084
H -31.59398 19.78104 -4.19560
C -21.36234 13.66293 -12.94215
C -21.27719 12.24279 -12.46150
C -22.70011 11.83677 -11.97975
C -23.82077 11.46392 -12.98951
C -23.11439 10.36969 -13.87929
C -21.79257 10.89568 -14.55453
N -20.86442 11.31130 -13.52507
O -19.66581 11.47902 -14.01927
C -21.16841 9.66974 -15.36529
C -22.13730 11.98382 -15.57611
C -20.40485 12.31499 -11.21427
H -20.60500 13.87969 -13.69551
H -21.01339 14.40528 -12.22434
H -22.33244 13.93771 -13.35628
H -22.74627 11.10161 -11.17632
H -23.23964 12.70912 -11.61093
H -24.09547 12.35063 -13.56081
H -24.67245 11.01321 -12.48001
H -23.78082 9.77715 -14.50608
H -22.81792 9.53581 -13.24301
H -20.41821 10.07379 -16.04503
H -20.59561 8.97392 -14.75223
H -21.85754 9.16513 -16.04247
H -22.78756 11.66545 -16.39091
H -22.57251 12.91571 -15.21518
H -21.19778 12.24266 -16.06437
H -20.45977 11.35717 -10.69692
H -20.69415 13.08199 -10.49585
H -19.39793 12.44820 -11.60982
H -19.22221 10.65750 -13.79587
C -24.68856 16.08946 -17.38273
C -23.96049 17.18500 -16.64764
C -22.92518 17.74407 -17.63562
C -22.34183 19.10816 -17.21581
C -23.38419 20.11858 -16.71137
C -24.52989 19.64312 -15.80592
N -24.89457 18.22125 -16.16261
O -26.07324 17.82103 -15.49291
C -23.88959 19.78672 -14.35916
C -25.81820 20.43925 -15.99242
C -23.12746 16.50140 -15.49841
H -25.08199 15.42326 -16.61495
H -24.05157 15.40354 -17.94118
H -25.43747 16.39989 -18.11133
H -22.01609 17.14307 -17.65688
H -23.33776 17.82405 -18.64135
H -21.78304 19.61181 -18.00460
H -21.70215 18.98758 -16.34154
H -23.68893 20.63543 -17.62137
H -22.90840 20.97578 -16.23500
H -24.37726 19.11905 -13.64888
H -22.83026 19.53030 -14.34663
H -24.00742 20.76706 -13.89748
H -26.31444 20.50501 -16.96068
H -26.52071 20.15125 -15.21035
H -25.57847 21.45784 -15.68730
H -22.40249 17.10473 -14.95205
H -22.49655 15.70553 -15.89420
H -23.61394 16.13441 -14.59466
H -25.70457 17.31209 -14.76720
C -27.48358 11.67269 -19.18315
C -28.23443 13.03392 -18.92504
C -27.64530 13.85967 -17.68973
O -27.78712 13.15512 -16.42496
C -27.03852 13.68711 -15.29385
N -28.35408 13.86793 -20.04197
H -27.38729 10.99940 -18.33138
H -26.53300 11.82996 -19.69282
H -28.06507 11.04699 -19.86025
H -29.26963 12.87901 -18.62099
H -28.21323 14.76757 -17.48655
H -26.64042 14.19281 -17.94924
H -27.22419 14.75936 -15.23133
H -25.96841 13.51816 -15.41391
H -27.34970 13.31081 -14.31935
H -27.40534 14.16269 -20.22389
H -28.88866 14.70347 -19.85173
C -25.13626 19.87182 -7.69722
C -24.92696 18.48651 -8.22885
C -23.61364 18.32252 -9.12699
O -23.55105 17.16005 -9.83443
C -22.68906 17.19145 -10.93248
N -24.71307 17.47563 -7.18579
H -26.16227 19.96897 -7.34231
H -25.00479 20.73648 -8.34775
H -24.56908 20.10399 -6.79583
H -25.84431 18.23682 -8.76197
H -22.76433 18.42941 -8.45220
H -23.49420 19.20789 -9.75145
H -21.70865 17.56484 -10.63674
H -23.09456 17.62570 -11.84631
H -22.47988 16.13874 -11.12262
H -23.79867 17.50067 -6.75760
H -25.41033 17.41498 -6.45761
```

---

7.
This record from OMol25 describes an isolated molecule of C5H8N2. The level of theory is ωB97M-V/def2-TZVPD.

* frontier orbital gap: 10.9 eV
* SMILES: CC1(C)C=NN=C1

XYZ file:
```
15
C5H8N2 (ωB97M-V/def2-TZVPD)
C -0.93544 -0.88598 -0.86348
C 0.06482 -0.07593 -0.03283
C -0.80601 0.88418 0.90332
C 1.03217 0.74971 -0.77915
C 1.09434 -0.89381 0.71450
H -0.47877 -1.63031 -1.57045
H -1.55277 -0.22486 -1.46589
H -1.56905 -1.47539 -0.21931
H -0.15014 1.36793 1.69495
H -1.18744 1.75811 0.21257
H -1.73291 0.40057 1.39945
H 0.82873 1.63549 -1.42275
H 0.82219 -1.58233 1.52504
N 2.25521 0.56340 -0.51524
N 2.31508 -0.59079 0.41928
```

---

8.
This record from OMol25 describes an isolated molecule of C4H7NO2. The level of theory is ωB97M-V/def2-TZVPD.

* frontier orbital gap (alpha / beta): 7.5 / 7.5 eV

XYZ file:
```
14
C4H7NO2 (ωB97M-V/def2-TZVPD)
C -1.93000 0.51709 1.21945
N -1.54313 0.09507 -0.10754
C -0.28805 -0.15258 -0.25883
C 0.35993 -1.01844 -1.22632
O 1.56283 -0.72594 -1.54347
C 1.94407 0.40871 -0.59219
O 0.79258 0.98103 -0.22281
H -1.51255 1.49780 1.50112
H -3.02064 0.59967 1.26929
H -1.61932 -0.20155 2.00337
H -0.05998 -1.94905 -1.59900
H 0.23543 -0.96753 0.49998
H 2.61377 1.06574 -1.14918
H 2.46507 -0.15002 0.20611
```

---

- What is the formula in the eighth record?
  C4H7NO2